No. 1
149
Properties=species:S:1:pos:R:3:forces:R:3 method="wB97M-V/def2-TZVPD" homo_ev=-11.20 charge=+1 orbital_gap_ev=7.87 e_tot_ha=-4165.1583 lumo_energy_ev=-3.3
C 2.88083 -8.23725 1.44090 0.46 0.55 -0.29
C 2.48097 -7.35660 0.23374 0.00 -0.50 0.31
C 0.95796 -7.17407 0.06889 0.60 0.25 -0.31
C 0.54946 -7.35056 -1.40310 -0.05 0.16 0.26
C 0.38554 -5.88267 0.68910 -1.40 -0.40 0.45
P -1.09997 -6.49409 1.69996 0.35 -0.87 0.72
N -1.98016 -7.38878 0.56332 -0.38 0.71 0.07
O -1.93881 -5.06315 1.88251 0.18 -0.01 -0.33
C 1.19508 -5.06600 1.75309 -0.03 0.22 -0.79
N 1.10889 -3.71214 1.22833 -0.77 0.77 0.85
O 2.26886 -2.96077 1.05074 -0.01 -0.20 0.53
C 3.02819 -3.38610 -0.01358 0.30 -0.14 -0.53
O 2.63035 -4.17347 -0.82107 -0.27 0.04 0.05
C 4.35752 -2.72215 -0.02445 -0.07 0.30 0.16
C 5.34789 -3.05448 0.89466 -0.34 0.04 -0.08
C 6.56361 -2.39211 0.85074 -0.04 -0.13 0.13
C 6.79374 -1.41140 -0.10215 0.01 -0.01 0.01
C 5.80319 -1.08177 -1.01818 0.15 -0.14 0.13
C 4.58213 -1.73708 -0.97475 0.21 0.20 -0.20
C 0.05950 -3.63060 0.33990 0.70 -0.59 -0.75
N -0.66163 -2.58069 0.07403 0.48 -0.15 -0.18
C -1.80757 -2.70082 -0.83132 -0.38 0.51 -0.31
C -1.58437 -2.19218 -2.26590 -0.67 -0.32 -0.16
C -2.14371 -0.79017 -2.48706 0.40 0.11 -0.04
C -2.12439 -0.32449 -3.94973 -0.65 0.56 0.36
C -2.03038 1.21243 -4.08477 0.44 0.04 -0.24
C -0.98137 1.69779 -5.11127 -0.37 0.45 0.42
C -0.20878 2.94190 -4.63740 -0.05 0.12 -0.31
C 1.18599 3.01818 -5.23421 -0.38 0.24 -0.03
O 1.09286 2.68972 -6.63094 0.32 -0.37 0.17
C 2.20834 3.01817 -7.35146 0.15 0.29 -0.15
C 2.92317 1.85616 -7.97812 -0.29 -0.29 -0.20
O 2.58235 4.15069 -7.46227 0.00 0.00 0.20
C -0.40772 -1.27281 0.72109 -0.46 0.15 -0.09
O 0.85564 -0.76187 0.50372 -0.09 0.20 0.22
C 1.00286 0.05702 -0.61440 0.60 0.08 -0.11
O 1.24281 -0.75938 -1.73054 -0.03 0.05 0.03
C 1.55340 0.00780 -2.89598 -0.29 -0.58 -0.07
C 1.94263 -0.96431 -4.01397 0.22 0.09 -0.07
O 1.42524 -0.53758 -5.26597 0.19 -0.17 0.09
N -0.19856 -4.87392 -0.22325 0.18 0.31 0.15
H 2.05363 -8.83681 1.81247 0.03 -0.10 0.03
H 3.27954 -7.61988 2.24581 -0.28 -0.07 0.22
H 3.70836 -8.88176 1.14696 -0.12 -0.22 0.07
H 3.00484 -6.40734 0.32343 -0.07 0.10 -0.29
H 2.85550 -7.83132 -0.67266 -0.01 0.05 -0.07
H 0.50423 -8.00248 0.61756 -0.08 0.04 0.05
H 1.30143 -6.89495 -2.04836 -0.09 0.06 -0.14
H 0.48143 -8.41066 -1.63769 0.16 -0.02 -0.06
H -0.43260 -6.93000 -1.61216 -0.01 -0.02 -0.09
H -2.63916 -8.00316 1.02349 0.06 -0.17 -0.10
H -2.46048 -6.85148 -0.15405 0.13 -0.17 -0.17
H -2.86615 -5.22182 1.67419 -0.07 0.20 0.11
H 0.63898 -5.11840 2.69016 0.38 0.13 0.26
H 2.23689 -5.31480 1.93376 -0.03 -0.34 -0.09
H 5.15324 -3.82824 1.62610 0.11 0.00 0.07
H 7.32320 -2.64272 1.57786 0.08 0.00 -0.05
H 7.75329 -0.91374 -0.12237 -0.01 0.07 -0.05
H 5.99094 -0.32689 -1.76946 -0.04 0.03 0.01
H 3.81769 -1.46391 -1.68567 -0.21 -0.11 -0.02
H -2.16415 -3.72484 -0.83980 0.32 -0.14 0.21
H -2.60283 -2.09996 -0.38546 0.00 -0.03 0.09
H -2.16126 -2.86463 -2.90838 0.10 -0.05 -0.08
H -0.54421 -2.27573 -2.57880 0.07 0.07 0.15
H -1.59896 -0.06943 -1.86923 0.07 -0.02 -0.02
H -3.17755 -0.76407 -2.13410 0.00 0.00 0.10
H -1.33865 -0.81534 -4.52576 0.05 -0.06 0.06
H -3.09524 -0.59761 -4.36622 0.23 -0.40 -0.32
H -2.99344 1.62032 -4.38140 -0.02 -0.07 0.20
H -1.79535 1.66987 -3.11873 -0.02 -0.15 0.13
H -0.26202 0.91766 -5.35399 -0.17 0.04 -0.08
H -1.52720 1.99580 -6.00542 0.25 -0.31 -0.30
H -0.13436 2.96295 -3.54657 0.14 -0.03 0.03
H -0.74580 3.85016 -4.92215 -0.09 -0.01 0.06
H 1.60461 4.02007 -5.14261 0.07 -0.01 0.12
H 1.84106 2.29068 -4.74350 0.10 -0.03 -0.12
H 2.34878 0.93617 -7.91254 -0.05 0.02 0.04
H 3.14083 2.08203 -9.01927 0.07 0.05 0.00
H 3.87101 1.70786 -7.46118 0.02 0.09 0.04
H -0.59481 -1.38694 1.78891 0.37 -0.15 0.07
H -1.16721 -0.59420 0.32893 -0.06 -0.09 -0.06
H 1.87699 0.68836 -0.42461 0.02 -0.03 0.07
H 0.13571 0.71489 -0.76526 -0.15 -0.15 -0.02
H 2.38039 0.68665 -2.67002 -0.13 0.23 -0.01
H 0.65785 0.54589 -3.22237 0.13 0.26 0.05
H 3.02900 -1.00394 -4.11180 0.02 -0.07 0.02
H 1.60357 -1.97000 -3.75783 -0.07 0.02 0.08
H 0.73382 -1.14483 -5.53921 -0.03 0.01 -0.09
H 0.16959 -4.87612 -1.17185 -0.05 -0.18 -0.04
C -3.50438 5.97225 -7.06645 0.01 -0.03 -0.01
C -3.67903 4.69929 -6.72317 0.02 0.02 0.00
C -4.19626 4.33198 -5.38152 0.00 0.02 -0.03
O -4.34938 3.16614 -5.07090 -0.05 0.08 -0.04
C -4.51436 5.42668 -4.43137 0.08 -0.19 -0.35
C -4.34118 6.69827 -4.78015 0.01 0.00 0.03
C -3.82425 7.07312 -6.12009 -0.01 0.00 -0.01
O -3.66704 8.23266 -6.43220 0.01 0.01 0.01
H -3.12760 6.26892 -8.03698 0.00 0.03 0.01
H -3.45512 3.87943 -7.39442 -0.01 -0.02 0.02
H -4.89067 5.12961 -3.46750 -0.03 0.01 0.06
H -4.56939 7.51542 -4.10905 -0.03 0.01 0.00
C 3.88329 -2.65698 5.13996 -0.01 0.01 -0.03
C 3.63681 -3.71367 4.37177 -0.01 -0.04 0.01
C 3.53930 -5.08123 4.94680 0.02 -0.02 0.09
O 3.31562 -6.04583 4.24091 -0.03 0.14 -0.14
C 3.72374 -5.22459 6.40909 0.00 0.00 -0.01
C 3.96810 -4.16877 7.18115 -0.08 0.03 -0.08
C 4.06814 -2.80472 6.60863 0.00 -0.02 0.01
O 4.29438 -1.84147 7.30812 0.04 0.01 0.00
H 3.96147 -1.65219 4.74348 0.01 0.01 0.02
H 3.49838 -3.62584 3.30081 -0.02 0.01 0.02
H 3.64940 -6.22832 6.80770 0.01 -0.01 -0.01
H 4.10822 -4.25958 8.24870 0.03 -0.05 0.00
C -4.68454 8.00629 1.39146 -0.01 0.01 0.01
C -5.24827 7.28240 0.42845 -0.06 -0.03 0.02
C -4.59824 7.12219 -0.89316 -0.02 0.00 0.03
O -5.11546 6.46227 -1.77387 0.00 0.15 0.25
C -3.29297 7.79541 -1.10657 0.02 0.02 0.01
C -2.72730 8.51968 -0.14501 0.00 -0.02 -0.03
C -3.37873 8.68223 1.18230 -0.01 -0.01 0.00
O -2.86125 9.33959 2.05695 0.02 0.01 0.01
H -5.14604 8.13607 2.36226 -0.01 0.02 -0.01
H -6.20058 6.78496 0.56400 -0.01 0.02 -0.01
H -2.83554 7.66400 -2.07946 -0.02 -0.01 -0.01
H -1.77717 9.02163 -0.27642 0.00 0.02 0.03
C 5.78153 -4.31247 13.20506 -0.01 -0.03 -0.01
C 5.39609 -5.12496 12.22521 0.02 0.00 0.03
C 5.40294 -4.68026 10.81082 0.02 -0.04 0.05
O 5.04671 -5.42737 9.91944 0.00 0.07 0.04
C 5.85622 -3.29602 10.52536 0.00 -0.01 -0.01
C 6.24154 -2.48279 11.50449 -0.01 -0.01 -0.03
C 6.23606 -2.92617 12.92301 0.00 0.00 0.00
O 6.58809 -2.18653 13.81337 0.00 0.01 0.01
H 5.78470 -4.61401 14.24464 0.01 0.03 0.01
H 5.06189 -6.13844 12.40647 0.00 0.00 -0.03
H 5.85265 -2.98785 9.48707 -0.02 0.01 0.00
H 6.57441 -1.46922 11.32154 0.00 0.00 0.03
C -8.42675 10.46605 2.23766 0.00 0.02 0.00
C -8.96856 11.57389 1.73953 0.02 -0.02 0.02
C -9.79541 11.53953 0.50510 0.00 0.00 0.00
O -10.28718 12.54663 0.04937 0.00 0.01 -0.01
C -9.99409 10.21994 -0.14947 0.01 -0.03 0.00
C -9.45147 9.11323 0.35009 -0.01 0.02 -0.02
C -8.62632 9.15030 1.58235 -0.02 0.01 0.01
O -8.13097 8.13946 2.03785 0.09 -0.03 -0.03
H -7.82078 10.46705 3.13488 0.00 -0.02 0.00
H -8.83749 12.54467 2.20005 -0.02 0.01 -0.02
H -10.60016 10.21845 -1.04637 0.00 0.03 0.00
H -9.58231 8.14183 -0.10977 0.01 -0.01 0.02

No. 2
14
Properties=species:S:1:pos:R:3:forces:R:3 method="wB97M-V/def2-TZVPD" homo_ev=-7.76 smiles="C=CN.CO" e_above_lowest_ev=3.134 orbital_gap_ev=8.58 e_tot_ha=-249.5985 lumo_energy_ev=0.8
C -0.06522 -0.65503 2.23032 2.18 -2.15 -1.24
O -0.83626 0.16954 1.45923 -3.82 -0.78 -2.00
H -0.57232 -0.92284 3.08361 -0.82 -0.58 2.41
H 0.92850 -0.29355 2.42169 0.09 1.38 0.46
H 0.31487 -1.60864 1.77429 -1.06 0.26 -0.39
C -0.22557 0.27629 -1.29707 3.80 -0.73 -3.10
C 0.87961 -0.57036 -1.63095 -3.96 0.74 2.78
N -0.17184 1.62624 -1.72700 1.75 0.01 0.69
H -1.12386 -0.16800 -0.91889 -0.23 0.23 0.09
H 0.84812 -1.55247 -1.13270 -0.07 0.36 -0.49
H 1.83218 -0.31871 -2.02383 0.43 0.77 -0.46
H -0.86592 2.35979 -1.82131 -0.21 -0.98 0.52
H -1.72975 -0.35496 1.18599 3.32 1.90 1.13
H 0.78745 2.01269 -1.60340 -1.42 -0.42 -0.39

No. 3
20
Properties=species:S:1:pos:R:3:forces:R:3 method="wB97M-V/def2-TZVPD" homo_ev="-13.31 / -13.31" e_above_lowest_ev=4.870 charge=+1 orbital_gap_ev="8.08 / 8.08" e_tot_ha=-402.5428 lumo_energy_ev="-5.2 / -5.2"
C -1.18762 0.69027 -0.93839 -2.23 -3.18 1.09
C 0.97390 2.53296 0.41172 -3.06 -0.98 -0.33
C 0.59083 -0.96347 -1.32481 -2.01 -1.54 -1.93
C -1.76850 -1.70240 -0.64049 0.78 2.31 0.24
C 0.28768 2.61779 -0.92871 -0.16 -1.79 0.95
N -0.83063 -0.57238 -1.07225 0.96 0.48 0.67
O 0.07983 -1.09261 2.05227 2.19 0.48 0.58
O -0.46140 1.67647 -1.39368 2.36 1.86 -0.64
H 1.48547 3.40202 0.53963 2.28 2.13 0.09
H 0.37345 2.52606 1.34978 -0.67 -0.23 -0.92
H 1.49889 1.61180 0.48538 0.99 -0.66 -0.13
H 1.02561 -0.07397 -1.71263 1.13 0.28 -0.16
H 0.55396 -1.77714 -2.12530 0.28 1.19 0.92
H 1.00255 -1.40539 -0.43877 0.33 0.23 0.55
H -1.43569 -2.19896 0.25094 0.57 0.17 0.47
H -1.93135 -2.46219 -1.35998 0.11 -0.24 -1.26
H -2.63622 -1.12968 -0.44898 -1.34 -0.05 0.32
H 0.53552 3.38615 -1.65659 -0.37 -0.05 0.06
H 0.82303 -1.09619 2.75225 -2.41 -0.32 -1.37
H -0.75247 -1.44777 2.36657 0.25 -0.10 0.79